Here is a molecular structure, C43H45As2N5O13SSiTl at a distorted geometry from the Open Molecules 2025 dataset. Energies are from ωB97M-V/def2-TZVPD.

Computed properties:
Kohn-Sham gap = 0.3017 Eh
net charge = -1
max |F| = 0.0245 Eh/bohr
E_LUMO = 0.057 hartree
spin multiplicity = 1
DFT total energy = -224472.5275 eV

Cartesian coordinates (Å):
1 Tl -0.1521 0.3716 0.8022
2 O -0.1186 -1.1272 5.1376
3 As -0.1674 -1.6920 3.4561
4 O -1.0754 -3.0326 3.3230
5 O -0.7705 -0.2961 2.6937
6 C 1.7298 -2.0839 3.3365
7 C 1.9771 -3.3926 3.7281
8 C 3.2719 -3.8247 3.9915
9 C 4.3277 -2.9455 3.8648
10 C 4.0993 -1.6441 3.4310
11 C 2.8111 -1.2091 3.1645
12 S 2.6573 0.4526 2.5261
13 O 1.7096 1.1673 3.3529
14 O 3.9910 0.9997 2.4642
15 O 2.1114 0.2447 1.1448
16 H -0.8073 -0.4625 5.2456
17 H 1.1303 -4.0590 3.8455
18 H 3.4482 -4.8487 4.2947
19 H 5.3372 -3.2715 4.0794
20 H 4.9152 -0.9483 3.2957
21 C 0.4205 4.0789 -0.7120
22 As 0.4727 3.1098 0.9859
23 C -0.8186 4.1378 2.0045
24 C 2.1290 3.8502 1.6750
25 H 0.2277 5.1341 -0.5162
26 H -0.3480 3.6814 -1.3722
27 H 1.3916 3.9754 -1.1966
28 H -0.5496 5.1942 1.9568
29 H -0.8014 3.7949 3.0381
30 H -1.8167 3.9801 1.5993
31 H 2.1181 4.9251 1.4893
32 H 2.9813 3.3844 1.1814
33 H 2.2026 3.6390 2.7402
34 C -0.7184 -0.4219 -3.6519
35 C -0.7887 -0.3222 -2.2715
36 N 0.1053 0.3748 -1.5801
37 C 1.1229 0.9567 -2.2103
38 C 1.2908 0.8842 -3.5753
39 C 0.3276 0.1947 -4.3095
40 C 2.4566 1.5351 -4.2155
41 C 3.6119 0.9551 -4.5094
42 C 3.9482 -0.4631 -4.3131
43 C 5.2733 -0.8829 -4.3360
44 C 5.5068 -2.2305 -4.1500
45 N 4.5242 -3.1079 -3.9582
46 C 3.2952 -2.6019 -3.9546
47 N 2.9549 -1.3334 -4.1290
48 H -1.4618 -0.9971 -4.1829
49 H -1.5791 -0.7954 -1.7081
50 H 1.8536 1.4628 -1.5854
51 H 0.4346 0.1091 -5.3823
52 H 2.3476 2.5913 -4.4456
53 H 4.3985 1.5645 -4.9398
54 H 6.0847 -0.1838 -4.4777
55 H 6.5169 -2.6252 -4.1442
56 H 2.4800 -3.2948 -3.7841
57 O 0.4015 -2.8901 -1.5968
58 C 0.8736 -2.4257 -0.5658
59 O 0.2660 -1.8716 0.3918
60 C 2.3698 -2.3560 -0.4296
61 C 3.1313 -3.4129 0.0457
62 C 4.5011 -3.2398 0.1792
63 C 5.1434 -2.0477 -0.0925
64 C 4.3470 -1.0185 -0.5587
65 C 2.9901 -1.1572 -0.7576
66 N 4.9681 0.2853 -0.8447
67 O 6.1771 0.3585 -0.7738
68 O 4.2440 1.1826 -1.2183
69 N 5.3120 -4.3658 0.6691
70 O 6.4900 -4.1627 0.8774
71 O 4.7581 -5.4305 0.8335
72 H 2.6805 -4.3591 0.3064
73 H 6.2033 -1.9237 0.0629
74 H 2.4193 -0.3287 -1.1582
75 C -4.1055 -0.3447 2.9564
76 C -4.3826 0.9566 2.1937
77 C -3.6760 2.1186 2.8983
78 C -5.8932 1.2082 2.1963
79 Si -3.7096 0.8191 0.4279
80 O -2.1178 1.0331 0.3011
81 C -4.4460 2.2101 -0.6424
82 C -3.5591 3.1656 -1.1428
83 C -3.9890 4.2284 -1.9250
84 C -5.3332 4.3607 -2.2354
85 C -6.2372 3.4251 -1.7542
86 C -5.7955 2.3707 -0.9684
87 C -4.1752 -0.8819 -0.2381
88 C -5.3686 -1.1860 -0.8953
89 C -5.6299 -2.4660 -1.3646
90 C -4.6949 -3.4752 -1.1877
91 C -3.5077 -3.2030 -0.5247
92 C -3.2600 -1.9235 -0.0504
93 H -4.4224 -0.2344 3.9996
94 H -3.0469 -0.6123 2.9495
95 H -4.6564 -1.1831 2.5275
96 H -4.0487 2.2206 3.9238
97 H -3.8519 3.0681 2.3843
98 H -2.5989 1.9488 2.9454
99 H -6.2587 1.2142 3.2289
100 H -6.4345 0.4210 1.6654
101 H -6.1528 2.1667 1.7455
102 H -2.5070 3.0540 -0.9111
103 H -3.2730 4.9525 -2.2957
104 H -5.6750 5.1855 -2.8483
105 H -7.2906 3.5193 -1.9882
106 H -6.5305 1.6680 -0.5979
107 H -6.1094 -0.4140 -1.0627
108 H -6.5637 -2.6747 -1.8726
109 H -4.8924 -4.4712 -1.5635
110 H -2.7687 -3.9775 -0.3713
111 H -2.3340 -1.7555 0.4898


Here is 2 unconnected molecules or ions with the total composition C5H13N3O at a distorted geometry from the Open Molecules 2025 dataset. Energies are from ωB97M-V/def2-TZVPD.

Computed properties:
Kohn-Sham gap (spin up / spin down) = 0.3762 / 0.2217 Eh
net charge = +3
max |F| = 0.0438 Eh/bohr
E_LUMO (spin up / spin down) = -0.461 / -0.615 hartree
spin multiplicity = 2
DFT total energy = -11880.7373 eV

Cartesian coordinates (Å):
1 C 1.2211 -1.5491 -0.9640
2 C -0.2491 -1.4250 -0.5199
3 C -0.5529 0.0452 -0.2471
4 C -1.5443 0.8925 -0.7831
5 N -1.6468 1.9766 0.0247
6 C -0.6552 1.8590 0.9876
7 N 0.0366 0.7435 0.7595
8 N 1.3943 -1.5461 -2.4908
9 H 1.9376 -0.7568 -0.6796
10 H 1.6025 -2.4867 -0.5428
11 H -0.3905 -2.0147 0.4009
12 H -1.0166 -1.7832 -1.2385
13 H -2.1285 0.6871 -1.6792
14 H -2.2290 2.7462 -0.3187
15 H -0.2781 2.6297 1.6568
16 H 0.8339 0.3522 1.3711
17 H 2.2867 -1.9089 -2.8699
18 H 1.1940 -0.6158 -2.8533
19 H 0.7533 -2.2628 -2.8537
20 H 0.2452 -0.4508 3.6200
21 H 1.7403 -0.5469 3.3446
22 O 0.9384 -0.0872 3.0459


Here is a single C19H21N5O2S molecule at a distorted geometry from the Open Molecules 2025 dataset. Energies are from ωB97M-V/def2-TZVPD.

Computed properties:
Kohn-Sham gap = 0.3342 Eh
SMILES string = CC1CCN(C(=O)CSc2nc3c(cnn3-c3ccccc3)c(=O)[nH]2)CC1
net charge = 0
max |F| = 0.0214 Eh/bohr
E_LUMO = 0.010 hartree
spin multiplicity = 1
DFT total energy = -42426.1356 eV

Cartesian coordinates (Å):
1 C 4.2738 1.3109 -2.4950
2 H 5.1956 0.9301 -2.9279
3 H 3.6686 1.7350 -3.2929
4 H 4.5260 2.1053 -1.7961
5 C 3.5168 0.1947 -1.7828
6 C 4.3622 -0.4183 -0.6641
7 C 3.5747 -1.4945 0.0813
8 N 2.3456 -0.9317 0.6076
9 C 2.2083 -0.7929 1.9393
10 O 3.0144 -1.2401 2.7329
11 C 0.9684 -0.0745 2.4632
12 H 0.9768 -0.1720 3.5490
13 H 0.0345 -0.4591 2.0581
14 S 0.9949 1.7129 2.1009
15 C -0.5468 1.9534 1.3070
16 N -1.2913 0.9367 1.0039
17 C -2.4650 1.2584 0.4046
18 N -3.4508 0.4203 0.0087
19 N -4.4750 1.1200 -0.5202
20 C -4.1604 2.3889 -0.4777
21 C -2.8875 2.5632 0.1029
22 C -2.0483 3.6854 0.4146
23 O -2.2249 4.8630 0.2222
24 N -0.8567 3.2453 1.0414
25 H -0.2054 3.9720 1.3153
26 H -4.8297 3.1366 -0.8513
27 C -3.5353 -0.9759 0.0916
28 C -2.4110 -1.7545 0.3367
29 C -2.5356 -3.1298 0.4140
30 C -3.7697 -3.7331 0.2406
31 C -4.8868 -2.9539 -0.0151
32 C -4.7766 -1.5789 -0.0896
33 H -5.6329 -0.9554 -0.2893
34 H -5.8506 -3.4197 -0.1546
35 H -3.8601 -4.8069 0.3023
36 H -1.6605 -3.7320 0.6081
37 H -1.4503 -1.2856 0.4607
38 C 1.4881 -0.4056 -0.4282
39 H 0.5486 -0.0444 -0.0170
40 C 2.2061 0.7129 -1.1870
41 H 1.5535 1.0910 -1.9758
42 H 2.4212 1.5337 -0.4991
43 H 1.2600 -1.2241 -1.1229
44 H 4.1488 -1.8868 0.9216
45 H 3.3212 -2.3162 -0.5973
46 H 5.2723 -0.8568 -1.0752
47 H 4.6505 0.3628 0.0424
48 H 3.2805 -0.5899 -2.5116